No. 1
DFT (ωB97M-V/def2-TZVPD) results for the molecule C26H29N5O2.

XYZ file:
```
62
C26H29N5O2 | the OMol25 dataset | ωB97M-V/def2-TZVPD
C 4.606 -4.484 -2.128
C 3.644 -3.695 -1.294
C 2.275 -3.806 -1.514
C 1.368 -3.086 -0.760
C 1.826 -2.242 0.246
C 3.192 -2.103 0.460
C 4.087 -2.827 -0.304
H 5.147 -2.715 -0.128
H 3.532 -1.418 1.221
N 0.944 -1.470 1.020
C -0.272 -1.807 1.521
C -0.743 -0.665 2.158
C 0.288 0.298 1.986
N 1.299 -0.217 1.305
C 0.120 1.675 2.413
O 0.939 2.576 2.328
N -1.139 1.895 2.932
N -2.101 0.985 3.131
C -1.949 -0.250 2.800
C -3.082 -1.181 3.086
H -3.903 -0.619 3.520
H -3.416 -1.658 2.167
H -2.771 -1.955 3.787
C -1.598 3.258 3.118
H -2.222 3.273 4.015
C -2.421 3.724 1.910
H -3.092 2.913 1.621
H -3.022 4.585 2.209
C -1.560 4.114 0.708
C -0.842 2.919 0.083
O -1.315 1.800 0.059
N 0.344 3.237 -0.474
H 0.687 4.176 -0.364
C 1.287 2.255 -0.963
H 2.294 2.622 -0.758
H 1.137 1.329 -0.404
C 1.120 1.978 -2.466
C -0.151 1.219 -2.714
C -1.302 1.863 -3.144
C -2.483 1.162 -3.307
C -2.525 -0.195 -3.044
C -1.380 -0.847 -2.620
C -0.201 -0.145 -2.456
H 0.692 -0.655 -2.122
H -1.410 -1.909 -2.419
H -3.449 -0.743 -3.166
H -3.374 1.677 -3.635
H -1.275 2.926 -3.344
H 1.977 1.389 -2.799
H 1.113 2.924 -3.012
H -0.830 4.868 1.006
H -2.204 4.543 -0.066
H -0.717 3.886 3.262
C -0.864 -3.165 1.425
H -1.571 -3.225 0.596
H -1.406 -3.393 2.340
H -0.089 -3.916 1.280
H 0.314 -3.158 -0.973
H 1.914 -4.459 -2.296
H 5.627 -4.339 -1.787
H 4.368 -5.545 -2.081
H 4.541 -4.175 -3.171
```

Calculated values
HOMO-LUMO gap = 8.6 eV
E_LUMO = 0.64 eV
spin multiplicity = 1
SMILES = Cc1ccc(-n2nc3c(=O)n(CCCC(=O)NCCc4ccccc4)nc(C)c3c2C)cc1
electronic energy = -38979.2142 eV


No. 2
DFT (ωB97M-V/def2-TZVPD) results for a structure of composition CH28O17Pb.

XYZ file:
```
47
CH28O17Pb | the OMol25 dataset | ωB97M-V/def2-TZVPD
Pb 1.936 -1.354 0.240
C -0.213 0.172 0.560
O 1.008 0.668 0.756
O -1.151 0.736 1.132
O -0.300 -0.831 -0.258
O -3.125 2.005 2.551
H -2.778 2.681 3.134
H -2.355 1.790 2.027
O 0.354 -3.231 1.152
H 0.842 -4.083 1.256
H -0.565 -3.429 0.871
O -2.691 -1.504 -1.092
H -3.236 -1.374 -0.328
H -1.796 -1.284 -0.812
O 0.794 2.886 -1.643
H 0.573 1.992 -1.345
H 1.705 3.141 -1.516
O -2.898 1.531 -0.519
H -2.574 1.926 -1.323
H -2.154 1.313 0.010
O 2.965 2.193 0.903
H 2.125 1.746 0.738
H 3.223 2.655 0.139
O -0.545 0.377 -2.590
H -0.483 -0.266 -1.893
H -1.431 0.397 -2.804
O 1.281 -3.049 -1.435
H 1.834 -3.347 -2.177
H 0.832 -3.896 -1.211
O -0.952 -2.650 -3.135
H -1.555 -1.931 -2.862
H -0.342 -2.702 -2.377
O 0.348 0.543 3.419
H -0.636 0.538 3.650
H 0.455 0.621 2.476
O -2.724 -1.123 1.985
H -2.077 -0.443 1.785
H -2.429 -1.854 1.381
O 2.245 -0.230 -1.797
H 3.081 -0.004 -2.171
H 1.599 -0.040 -2.493
O 3.970 -0.354 0.477
H 3.845 0.626 0.473
H 4.927 -0.449 0.519
O -0.517 3.086 1.635
H 0.072 3.642 1.118
H -0.469 2.147 1.378
```

Calculated values
HOMO-LUMO gap = 8.4 eV
E_LUMO = -1.20 eV
spin multiplicity = 1
electronic energy = -41546.9157 eV


No. 3
DFT (ωB97M-V/def2-TZVPD) results for the ion C6H9N4 with charge +1.

XYZ file:
```
19
C6H9N4 | the OMol25 dataset | ωB97M-V/def2-TZVPD
C 2.155 2.041 -0.508
C 2.617 0.063 0.517
C 0.826 1.837 -0.473
C 1.207 -0.238 0.620
C -0.835 -1.326 0.873
C -1.135 0.222 -0.025
N 3.041 1.141 -0.052
N 0.364 0.698 0.143
N 0.553 -1.314 1.108
N -1.429 -0.007 -1.363
H 2.466 2.933 -1.021
H 3.378 -0.583 1.114
H 0.145 2.558 -0.817
H -1.510 -1.251 1.794
H -1.123 -2.076 0.269
H -1.702 0.825 0.603
H 1.212 -2.160 1.324
H -1.765 0.826 -1.814
H -0.620 -0.294 -1.981
```

Calculated values
HOMO-LUMO gap = 9.0 eV
charge = +1
E_LUMO = -4.45 eV
spin multiplicity = 1
SMILES = N[C@H]1C[NH+]=C2C=NC=CN21
electronic energy = -12320.3614 eV


No. 4
DFT (ωB97M-V/def2-TZVPD) results for a structure of composition C13H18F6GaI3N2O5S3.

XYZ file:
```
51
C13H18F6GaI3N2O5S3 | the OMol25 dataset | ωB97M-V/def2-TZVPD
Ga -0.153 0.005 0.065
F -4.211 -3.066 1.152
C -3.627 -2.830 0.003
F -4.504 -2.694 -0.962
F -2.740 -3.755 -0.281
S -2.732 -1.165 0.162
O -1.368 -1.412 -0.479
O -3.488 -0.139 -0.471
N -2.471 -0.864 1.681
S -1.250 -1.610 2.378
O -1.299 -3.024 2.473
O 0.028 -1.049 1.778
C -1.280 -0.809 4.055
F -2.399 -1.104 4.662
F -1.178 0.506 3.884
F -0.235 -1.259 4.709
C -3.989 4.610 2.363
C -2.915 4.114 1.390
C -1.783 3.481 2.184
S -0.313 2.904 1.336
O -0.811 1.631 0.607
C -0.036 4.077 0.000
C -0.856 3.873 -1.271
C -0.255 4.697 -2.411
H -4.843 5.000 1.812
H -3.604 5.411 2.998
H -4.347 3.804 3.009
H -2.547 4.958 0.806
H -3.341 3.381 0.702
H -2.121 2.598 2.724
H -1.366 4.173 2.925
H 1.033 3.992 -0.209
H -0.203 5.057 0.461
H -1.893 4.161 -1.110
H -0.860 2.816 -1.536
H -0.225 5.760 -2.163
H -0.858 4.588 -3.313
H 0.765 4.376 -2.639
I 2.465 0.098 0.966
I 4.177 1.935 0.034
I -2.648 1.104 -5.036
C -0.894 0.999 -3.940
C 0.327 1.380 -4.478
C 1.465 1.283 -3.691
C 1.355 0.824 -2.397
N 0.174 0.468 -1.871
C -0.934 0.547 -2.637
H 0.389 1.742 -5.496
H 2.437 1.555 -4.078
H 2.228 0.713 -1.780
H -1.874 0.261 -2.189
```

Calculated values
HOMO-LUMO gap = 6.6 eV
charge = +2
E_LUMO = -8.16 eV
spin multiplicity = 1
electronic energy = -152464.3271 eV


Repeat the third record exactly.
DFT (ωB97M-V/def2-TZVPD) results for the ion C6H9N4 with charge +1.

XYZ file:
```
19
C6H9N4 | the OMol25 dataset | ωB97M-V/def2-TZVPD
C 2.155 2.041 -0.508
C 2.617 0.063 0.517
C 0.826 1.837 -0.473
C 1.207 -0.238 0.620
C -0.835 -1.326 0.873
C -1.135 0.222 -0.025
N 3.041 1.141 -0.052
N 0.364 0.698 0.143
N 0.553 -1.314 1.108
N -1.429 -0.007 -1.363
H 2.466 2.933 -1.021
H 3.378 -0.583 1.114
H 0.145 2.558 -0.817
H -1.510 -1.251 1.794
H -1.123 -2.076 0.269
H -1.702 0.825 0.603
H 1.212 -2.160 1.324
H -1.765 0.826 -1.814
H -0.620 -0.294 -1.981
```

Calculated values
HOMO-LUMO gap = 9.0 eV
charge = +1
E_LUMO = -4.45 eV
spin multiplicity = 1
SMILES = N[C@H]1C[NH+]=C2C=NC=CN21
electronic energy = -12320.3614 eV


Number 4 is which compound?
C13H18F6GaI3N2O5S3


Look up the spin multiplicity of the second one.
1


The lowest E_LUMO belongs to which entry?
C13H18F6GaI3N2O5S3